A molecular structure, C17H16F6IN2O2PW. Source: the OMol25 dataset; level of theory: ωB97M-V with the def2-TZVPD basis set.

CARTESIAN COORDINATES (ANGSTROEM)
1 W -0.46 -0.69 0.14
2 O 1.38 -1.10 0.24
3 C 1.96 -2.03 1.08
4 C 3.00 -2.78 0.58
5 C 3.58 -3.74 1.41
6 C 3.16 -3.91 2.73
7 C 2.15 -3.11 3.24
8 C 1.52 -2.17 2.41
9 C 0.66 -1.18 2.94
10 N -0.08 -0.39 2.21
11 C -0.38 0.96 2.71
12 C 0.40 1.84 1.74
13 N -0.08 1.40 0.40
14 C -0.26 2.32 -0.50
15 C -0.95 2.17 -1.74
16 C -1.01 3.21 -2.68
17 C -1.81 3.09 -3.81
18 C -2.62 1.98 -3.98
19 C -2.61 0.93 -3.05
20 C -1.75 1.03 -1.94
21 O -1.71 0.07 -1.01
22 H 3.36 -2.63 -0.42
23 H 4.39 -4.35 1.03
24 H 3.63 -4.65 3.36
25 H 1.85 -3.20 4.27
26 H 0.67 -1.02 4.02
27 H -0.04 1.08 3.74
28 H -1.45 1.17 2.65
29 H 1.47 1.64 1.82
30 H 0.21 2.90 1.87
31 H 0.11 3.32 -0.28
32 H -0.42 4.10 -2.53
33 H -1.84 3.90 -4.53
34 H -3.28 1.92 -4.83
35 H -3.32 0.12 -3.11
36 F -0.90 -2.43 0.48
37 P -4.06 -1.49 1.46
38 F -2.47 -0.67 1.23
39 F -3.87 -1.95 0.01
40 F -4.54 -0.09 1.76
41 F -3.34 -2.27 2.54
42 F -5.42 -2.17 1.63
43 I -0.42 -0.93 -3.84
44 C 0.38 -1.21 -1.90
45 H 1.37 -0.77 -1.95
46 H 0.47 -2.30 -1.80

Values from the calculation:
total charge	+3
Kohn-Sham gap (alpha / beta)	0.2244 / 0.1886	hartree
⟨S²⟩	0.762
HOMO energy (alpha / beta)	-18.02 / -18.06	eV
spin multiplicity	2
LUMO energy (alpha / beta)	-11.91 / -12.93	eV

Mulliken population analysis, charges in e, atoms 1 to 4: W 2.6837; O -0.4082; C 0.9623; C -0.6252

---

A molecular structure, C17H16FInN3O4. Source: the OMol25 dataset; level of theory: ωB97M-V with the def2-TZVPD basis set.

CARTESIAN COORDINATES (ANGSTROEM)
1 F 5.64 -3.95 -2.72
2 In 4.61 -2.57 -3.82
3 C 2.64 -3.55 -4.22
4 C 1.44 -2.92 -3.85
5 C 0.21 -3.52 -4.07
6 C 0.21 -4.77 -4.68
7 C 1.42 -5.32 -5.05
8 N 2.60 -4.75 -4.84
9 H 4.48 -1.07 -2.95
10 H 5.52 -2.33 -5.33
11 H 1.49 -1.95 -3.36
12 H -0.72 -3.04 -3.79
13 H -0.72 -5.30 -4.87
14 H 1.44 -6.30 -5.53
15 C -0.66 -1.17 2.56
16 C -0.25 0.13 2.28
17 C 0.68 0.36 1.28
18 C 1.19 -0.72 0.58
19 C 0.80 -2.02 0.85
20 C -0.13 -2.24 1.85
21 N 2.17 -0.48 -0.50
22 O 2.50 0.67 -0.71
23 O 2.57 -1.45 -1.10
24 H -1.39 -1.34 3.34
25 H -0.66 0.96 2.83
26 H 1.01 1.36 1.04
27 H 1.22 -2.84 0.28
28 H -0.45 -3.25 2.07
29 C -2.23 6.32 2.78
30 C -2.46 5.51 1.68
31 C -2.86 4.20 1.85
32 C -3.02 3.72 3.14
33 C -2.79 4.51 4.25
34 C -2.39 5.82 4.06
35 N -3.46 2.33 3.34
36 O -3.63 1.65 2.34
37 O -3.61 1.93 4.48
38 H -1.92 7.35 2.63
39 H -2.33 5.90 0.68
40 H -3.05 3.55 1.01
41 H -2.92 4.10 5.25
42 H -2.20 6.46 4.92

Values from the calculation:
total charge	-1
Kohn-Sham gap	0.1878	hartree
HOMO energy	-4.56	eV
LUMO energy	0.55	eV

Mulliken population analysis, charges in e, atoms 1 to 4: F -0.7276; In 0.8577; C -0.0486; C -0.0386

---

C17H16FN3O4S in the gas phase in a non-equilibrium geometry. Source: the OMol25 dataset; level of theory: ωB97M-V with the def2-TZVPD basis set.

CARTESIAN COORDINATES (ANGSTROEM)
1 C 2.78 0.58 -2.04
2 C 2.08 0.25 -0.76
3 C 2.53 -0.79 0.04
4 C 1.94 -1.10 1.26
5 C 0.85 -0.34 1.72
6 C 0.38 0.69 0.90
7 C 0.98 0.97 -0.31
8 S 0.24 2.35 -1.18
9 O 0.55 3.55 -0.46
10 O 0.51 2.31 -2.59
11 N -1.41 2.09 -0.91
12 C -2.15 1.26 -1.74
13 C -3.48 1.55 -2.04
14 C -4.22 0.70 -2.83
15 C -3.62 -0.43 -3.35
16 F -4.34 -1.26 -4.13
17 C -2.30 -0.74 -3.07
18 C -1.57 0.11 -2.26
19 N 0.27 -0.62 2.94
20 C -0.85 0.18 3.41
21 C 0.70 -1.63 3.75
22 O 0.19 -1.87 4.82
23 C 1.87 -2.47 3.26
24 O 2.29 -3.38 3.93
25 N 2.42 -2.14 2.04
26 C 3.53 -2.95 1.59
27 H 3.36 1.49 -1.91
28 H 3.45 -0.22 -2.33
29 H 2.07 0.77 -2.84
30 H 3.38 -1.36 -0.30
31 H -0.45 1.30 1.20
32 H -1.87 2.95 -0.63
33 H -3.93 2.45 -1.64
34 H -5.25 0.92 -3.07
35 H -1.86 -1.63 -3.49
36 H -0.54 -0.11 -2.04
37 H -1.12 -0.21 4.39
38 H -1.69 0.09 2.73
39 H -0.55 1.23 3.51
40 H 3.71 -3.70 2.35
41 H 3.29 -3.44 0.65
42 H 4.43 -2.33 1.47

Values from the calculation:
Kohn-Sham gap	0.3185	hartree
HOMO energy	-8.74	eV
LUMO energy	-0.07	eV
SMILES	Cc1cc2c(cc1S(=O)(=O)Nc1ccc(F)cc1)n(C)c(=O)c(=O)n2C

Mulliken population analysis, charges in e, atoms 1 to 4: C -1.8712; C -0.1495; C -0.2507; C 0.8525

---

We obtain ΔE to the lowest compared entry with this formula, charge and spin values of 2.9, 0.0, 3.0 kcal/mol for the records listed above, in that order.
We obtain calculated total energy values of -60459.9841, -38434.7629, -44102.1779 eV for the records listed above, in that order.